This record from the Open Molecules 2025 dataset describes C7H13N in the gas phase in a non-equilibrium geometry. The level of theory is ωB97M-V/def2-TZVPD.

The geometry in ORCA input format:
```
! wB97M-V def2-TZVPD RIJCOSX def2/J DEFGRID3
* xyz 0 1
C 1.63260 1.41600 -2.61038
C 0.71826 1.25444 -1.37328
C 0.11943 0.12625 -1.01921
C -0.47470 -0.01470 0.31608
C -1.47269 0.71873 0.89803
N -1.89442 0.69945 2.20335
C 0.20000 -0.98655 1.24369
C -0.04031 -2.40827 0.71135
H 1.20842 0.94068 -3.52470
H 2.67027 1.00580 -2.40324
H 1.74188 2.50559 -2.87022
H 0.37234 2.19552 -0.78595
H 0.12821 -0.74069 -1.65202
H -2.17011 1.33657 0.33984
H -2.50344 1.48330 2.51652
H -1.14981 0.41969 2.82658
H 1.28610 -0.68426 1.21238
H -0.05760 -1.03438 2.25277
H -0.25872 -2.35798 -0.37258
H -0.92639 -2.93541 1.13457
H 0.87070 -2.93979 0.95642
*
```

Results
- calculated total energy (hartree) = -329.1988
- energy relative to the best compared isomer or geometry (same formula, charge and spin) (kcal/mol) = 45.6

***

This record from the Open Molecules 2025 dataset describes a molecular structure, C7H13N in a non-equilibrium geometry. The level of theory is ωB97M-V/def2-TZVPD.

The geometry in ORCA input format:
```
! wB97M-V def2-TZVPD RIJCOSX def2/J DEFGRID3
* xyz 1 2
C 0.82486 2.19014 -0.11656
C 0.26537 1.11794 0.84537
C -0.08480 -0.13910 0.12969
C -1.45973 -0.61186 0.20657
C -1.82747 -1.71578 0.97002
C 0.98816 -2.27451 -0.73062
C 0.97614 -1.04837 -0.15233
N 0.11721 2.23035 -1.36791
H 0.86618 3.16385 0.37008
H 1.90674 2.04805 -0.18789
H 1.07341 0.91293 1.55050
H -0.55721 1.58496 1.37983
H -2.20427 0.02978 -0.25800
H -2.87694 -1.77360 1.22229
H -1.37796 -1.88725 -0.17050
H -1.16362 -2.13115 1.71741
H 0.12843 -2.83475 -1.09447
H 1.95547 -2.73896 -0.83596
H 1.90908 -0.82517 0.35140
H 0.42824 1.55250 -2.04785
H 0.11271 3.15000 -1.78105
*
```

Results
- calculated total energy (hartree) = -328.8503
- energy relative to the best compared isomer or geometry (same formula, charge and spin) (kcal/mol) = 74.0

***

This record from the Open Molecules 2025 dataset describes a gas-phase ion, C7H13N2 (charge +1) in a non-equilibrium geometry. The level of theory is ωB97M-V/def2-TZVPD.

The geometry in ORCA input format:
```
! wB97M-V def2-TZVPD RIJCOSX def2/J DEFGRID3
* xyz 1 1
C 3.00947 0.19837 0.15901
N 1.74154 0.23958 0.00189
N 1.04511 1.36659 -0.06952
C 0.98689 -1.01484 -0.17836
C -0.55077 -0.99172 -0.10177
C -1.23816 -0.20995 -1.24785
C -2.14869 0.76158 -0.54813
C -2.14874 0.61212 0.76739
C -1.17694 -0.45451 1.21178
H 3.59128 1.09882 0.27253
H 3.52076 -0.74635 0.17366
H 1.52196 2.23771 0.11483
H 0.03243 1.33583 0.00037
H 1.36411 -1.71579 0.56884
H 1.25005 -1.40395 -1.16741
H -0.81250 -2.04938 -0.19251
H -1.82946 -0.87615 -1.87723
H -0.53056 0.29165 -1.91163
H -2.74842 1.45662 -1.10864
H -2.72726 1.17339 1.47978
H -1.71179 -1.24826 1.73589
H -0.44029 -0.06136 1.91710
*
```

Results
- calculated total energy (hartree) = -383.7226
- energy relative to the best compared isomer or geometry (same formula, charge and spin) (kcal/mol) = 59.4

***

This record from the Open Molecules 2025 dataset describes a molecular structure, C7H13N2 in a non-equilibrium geometry. The level of theory is ωB97M-V/def2-TZVPD.

The geometry in ORCA input format:
```
! wB97M-V def2-TZVPD RIJCOSX def2/J DEFGRID3
* xyz 1 1
C -0.31507 -0.06250 -1.42907
C -1.47780 0.36879 -0.74715
C 1.35789 -1.25634 0.04940
C 1.81780 -1.00599 -1.42732
C -0.68962 0.25368 0.55904
C 0.18659 1.48427 0.85172
C -1.75046 -0.03821 1.66590
N -0.04871 -1.01232 0.25874
N 0.79087 -0.16685 -2.01265
H -1.86350 1.38671 -0.91926
H -2.19973 -0.50211 -0.60333
H 1.77234 -2.25351 0.34756
H 1.96429 -0.49648 0.67210
H 2.82085 -0.48752 -1.29427
H 1.76974 -1.77513 -2.06657
H 1.01396 1.04605 1.46185
H -0.51929 2.12688 1.35903
H 0.61446 2.13411 -0.07149
H -2.43132 0.78547 1.67933
H -1.30161 -0.11889 2.74038
H -2.34432 -0.96983 1.69309
H 0.83268 0.55974 -2.76704
*
```

Results
- calculated total energy (hartree) = -383.5861
- energy relative to the best compared isomer or geometry (same formula, charge and spin) (kcal/mol) = 145.0

***

This record from the Open Molecules 2025 dataset describes a gas-phase ion, C7H13N2O (charge +1) in a non-equilibrium geometry. The level of theory is ωB97M-V/def2-TZVPD.

The geometry in ORCA input format:
```
! wB97M-V def2-TZVPD RIJCOSX def2/J DEFGRID3
* xyz 1 1
H -1.92056 2.21255 1.88517
N -2.36612 1.52016 1.21891
C -1.76154 0.63831 0.70477
C -2.38967 -0.36655 -0.12350
C -3.60656 -0.85005 0.05166
C -0.09044 0.39414 0.98492
O -0.00962 -0.99685 1.53126
C 0.96825 0.83019 0.09414
N 1.86841 0.21220 -0.61452
C 2.55380 0.88172 -1.67800
C 2.04853 -1.27276 -0.52780
H -1.68347 -1.05086 -0.55406
H -3.76042 -1.79666 -0.36382
H -4.33534 -0.58131 0.77974
H -0.07376 0.99494 1.88780
H -0.45259 -1.04039 2.37542
H 0.88772 1.91541 -0.04739
H 1.82999 1.21683 -2.44690
H 3.13790 1.75887 -1.31234
H 3.16164 0.12795 -2.16079
H 1.75465 -1.59505 0.42518
H 1.21145 -1.61098 -1.25787
H 3.02775 -1.54180 -0.85197
*
```

Results
- calculated total energy (hartree) = -458.9031
- energy relative to the best compared isomer or geometry (same formula, charge and spin) (kcal/mol) = 107.2

***

This record from the Open Molecules 2025 dataset describes a molecular structure, C7H13N2O3 in a non-equilibrium geometry. The level of theory is ωB97M-V/def2-TZVPD.

The geometry in ORCA input format:
```
! wB97M-V def2-TZVPD RIJCOSX def2/J DEFGRID3
* xyz 1 1
C 0.56013 1.49944 0.62985
C 0.33047 -0.36720 0.86284
C 0.71556 -1.20168 -1.53564
C -1.57290 -0.55582 -0.90908
C -0.48706 -2.56141 0.37409
C -0.09458 2.28994 -0.41345
C -0.27540 -1.19238 -0.29229
N 1.09626 1.77796 1.74312
N 0.87275 -0.60041 1.94558
O 1.11822 -1.43517 2.73173
O 1.41552 0.90367 2.59845
O 0.14379 3.55214 0.15394
H 1.59436 -1.78009 -1.47846
H 0.26467 -1.52506 -2.43795
H 1.08281 -0.16970 -1.73673
H -2.31539 -0.09398 -0.31092
H -2.04526 -1.38737 -1.38149
H -1.29129 0.24543 -1.62568
H -0.63559 -3.39033 -0.41315
H -1.34859 -2.39572 0.94418
H 0.28214 -2.72766 1.00239
H -1.26441 2.10268 -0.38173
H 0.36020 1.98170 -1.43261
H 1.28085 2.78478 1.87342
H 0.21274 4.24626 -0.51042
*
```

Results
- calculated total energy (hartree) = -609.2135
- energy relative to the best compared isomer or geometry (same formula, charge and spin) (kcal/mol) = 151.1

***

This record from the Open Molecules 2025 dataset describes 2 unconnected molecules or ions with the total composition C7H13N3O in a non-equilibrium geometry. The level of theory is ωB97M-V/def2-TZVPD.

The geometry in ORCA input format:
```
! wB97M-V def2-TZVPD RIJCOSX def2/J DEFGRID3
* xyz 0 1
C -2.27822 0.16064 1.83072
C -1.78989 1.49637 1.41141
C -2.06244 2.67217 2.02589
N -1.29915 3.64605 1.42825
C -0.59184 2.99416 0.44854
N -0.89145 1.74545 0.37504
H -1.56762 -0.62052 2.08415
H -2.92244 -0.28093 1.06207
H -2.88153 0.28256 2.72796
H -2.78497 2.87276 2.80025
H -0.97966 4.48578 1.87678
H 0.09237 3.55329 -0.15247
C 0.78666 -2.79116 -0.83014
C 2.18402 -2.18281 -0.80073
C 2.49338 -1.70318 -2.20564
N 1.91363 -0.50136 -2.52250
O 3.09718 -2.35977 -3.02675
H 0.06903 -2.39459 -1.54319
H 0.26817 -2.58850 0.11506
H 0.74484 -3.87513 -0.88167
H 2.39410 -1.43395 -0.04501
H 2.93158 -2.94513 -0.67659
H 2.04422 0.00237 -3.38509
H 1.03004 -0.23456 -2.11634
*
```

Results
- calculated total energy (hartree) = -514.0395
- energy relative to the best compared isomer or geometry (same formula, charge and spin) (kcal/mol) = 14.7

***

This record from the Open Molecules 2025 dataset describes a gas-phase ion, C7H13N3S2 (charge +2) in a non-equilibrium geometry. The level of theory is ωB97M-V/def2-TZVPD.

The geometry in ORCA input format:
```
! wB97M-V def2-TZVPD RIJCOSX def2/J DEFGRID3
* xyz 2 1
C -1.77800 0.35628 -0.08283
C 1.55335 1.40686 -0.72066
C 2.52538 1.30160 0.53246
C 1.48405 -1.10283 0.86091
C 0.69489 -0.92312 -0.42958
C 1.11725 -1.72331 -1.58557
C -3.81056 0.05972 0.98787
N -0.60700 1.10281 -0.30049
N 0.46041 0.51152 -0.59004
N -2.93641 0.77915 0.15862
S -1.41143 -1.39064 0.06136
S 3.10874 -0.34045 0.68730
H 1.32583 2.54202 -0.75437
H 1.99756 1.12986 -1.65806
H 3.31769 2.01297 0.43715
H 1.92892 1.64553 1.43965
H 0.97462 -0.65908 1.60457
H 1.58160 -2.11943 1.16543
H 0.27863 -2.07596 -2.17955
H 1.61619 -2.69299 -1.20679
H 1.99332 -1.24141 -2.09011
H -4.39898 -0.81541 0.51051
H -4.48990 0.90418 1.36745
H -3.24546 -0.41328 1.84639
H -3.28072 1.74540 -0.06159
*
```

Results
- calculated total energy (hartree) = -1234.3953